(1)
ORCA calculation (ωB97M-V/def2-TZVPD) on a cluster of 2 separate species, C26H44Cl2F2IN2O14P3S2 in total.

Values from the calculation:
HOMO energy (Ha): -0.332
Gap between HOMO and LUMO (eV): 8.85
Strongest force on any atom (hartree/bohr): 0.0198
E_tot (eV): -147443.101
SMILES: CC(C)C[C@@](N)(CCCCS(=O)(=O)Cl)O[C@](I)(CP(=O)(O)O)[C@@](F)(Cc1ccccc1)N(CCCCS(=O)(=O)Cl)PP(=O)(O)O.O=C1OC[C@@H](F)O1

Geometry as ORCA input:
```
! wB97M-V def2-TZVPD RIJCOSX def2/J DEFGRID3
* xyz 0 1
C -3.56650 -2.87080 -1.05604
C -3.09417 -1.65604 -1.86783
C -4.30655 -1.12833 -2.66760
C -1.95136 -1.97461 -2.83774
C -0.53756 -2.16599 -2.23826
N -0.40264 -3.44019 -1.54842
C 0.49137 -2.06153 -3.40584
C 1.37693 -3.28592 -3.67738
C 2.67703 -2.89362 -4.38906
C 2.41879 -2.34148 -5.78616
S 3.82571 -1.60333 -6.64262
O 3.71217 -0.18054 -6.56363
O 3.99334 -2.25554 -7.90475
Cl 5.44823 -2.12661 -5.52091
O -0.41724 -1.06631 -1.34772
C 0.47154 -0.88104 -0.28150
I 2.39826 -1.86284 -0.42699
C -0.29647 -1.23605 1.02763
P 0.18519 -2.52662 2.19620
O 1.38457 -2.20776 2.97268
O -1.16392 -2.68508 3.07871
O 0.19837 -3.95110 1.49018
C 0.76997 0.68799 -0.38268
F 1.15937 0.85796 -1.71146
C -0.54484 1.48244 -0.25378
C -0.38451 2.98428 -0.18169
C -1.10355 3.68723 0.77286
C -0.98582 5.05370 0.89355
C -0.13122 5.74985 0.05759
C 0.57660 5.06264 -0.91074
C 0.45256 3.69857 -1.03212
N 1.89041 1.15911 0.40979
C 1.87636 0.98860 1.86908
C 0.86350 1.79131 2.68187
C 1.04038 1.48181 4.17497
C 2.23581 2.23374 4.77079
S 2.94619 1.37537 6.15800
O 3.81365 2.25728 6.87271
O 1.92374 0.64790 6.84648
Cl 4.09591 0.02406 5.17653
P 3.25701 1.77937 -0.37506
P 3.90327 3.56535 0.72753
O 5.17561 3.35822 1.44424
O 2.73441 4.14205 1.65541
O 3.95071 4.70810 -0.40005
H -3.58747 -3.77802 -1.66356
H -4.55075 -2.67687 -0.62335
H -2.91100 -3.06767 -0.19950
H -2.81389 -0.86773 -1.16675
H -4.01099 -0.57106 -3.55613
H -4.93901 -0.51197 -2.02646
H -4.92935 -1.97043 -2.98943
H -1.90661 -1.17451 -3.58270
H -2.19760 -2.89343 -3.38437
H -0.93633 -3.43086 -0.69078
H -0.74150 -4.19031 -2.13683
H -0.04813 -1.82145 -4.32369
H 1.13629 -1.20385 -3.19344
H 0.83538 -3.97305 -4.33880
H 1.64062 -3.78915 -2.75188
H 3.17972 -2.12177 -3.79714
H 3.35285 -3.74593 -4.46122
H 2.10167 -3.11990 -6.48183
H 1.71506 -1.50927 -5.77169
H -0.36502 -0.35233 1.66236
H -1.32208 -1.44709 0.70998
H -1.46103 -1.82361 3.40066
H -0.61738 -4.44279 1.64907
H -1.09193 1.24274 -1.16920
H -1.14043 1.15106 0.59081
H -1.76772 3.14135 1.43674
H -1.55167 5.56931 1.65991
H -0.01345 6.82187 0.15369
H 1.25123 5.59167 -1.57387
H 1.02668 3.19267 -1.79827
H 2.88178 1.24625 2.21453
H 1.77007 -0.06635 2.12756
H 0.93859 2.86038 2.48978
H -0.16073 1.50871 2.42118
H 0.14632 1.77932 4.72444
H 1.18837 0.40738 4.31957
H 3.04498 2.32753 4.04519
H 1.98190 3.21807 5.16775
H 4.28033 0.95193 0.13494
H 3.14881 4.39884 2.49344
H 4.54167 4.45144 -1.12088
C -5.26120 -1.71269 2.94805
C -5.50767 -0.38215 3.63321
O -4.36908 0.37022 3.23956
C -3.92608 -0.12371 2.05748
O -3.13832 0.41561 1.35152
O -4.50238 -1.31511 1.79835
F -5.52964 -0.48831 4.97744
H -4.65226 -2.36269 3.57804
H -6.16588 -2.22989 2.64463
H -6.40640 0.14200 3.30510
*
```


(2)
ORCA calculation (ωB97M-V/def2-TZVPD) on a cluster of 2 separate species, C4H13NO2 in total.

Values from the calculation:
HOMO energy (Ha): -0.318
Gap between HOMO and LUMO (eV): 9.55
Strongest force on any atom (hartree/bohr): 0.0951
E_tot (eV): -9940.991
Energy above the lowest of the compared OMol25 structures with the same formula, charge and spin (kJ/mol): 309.3
SMILES: CCNCCO.O

Geometry as ORCA input:
```
! wB97M-V def2-TZVPD RIJCOSX def2/J DEFGRID3
* xyz 0 1
C -1.82429 1.65975 0.72307
C -0.27270 1.47052 0.28400
N 0.20498 0.10124 -0.18648
C -0.04692 -0.42873 -1.49878
C 0.46923 0.45806 -2.78309
O 0.34058 -0.15250 -4.07935
H -2.46913 2.37048 -0.13611
H -1.88150 2.31692 1.67548
H -2.39631 0.74258 0.95022
H 0.58244 1.68490 1.01079
H -0.18061 2.01052 -0.62667
H -0.20963 -0.55386 0.50938
H -1.17483 -0.76787 -1.53988
H 0.53197 -1.38608 -1.66840
H 0.01406 1.36256 -2.91417
H 1.50798 0.42646 -2.48906
H 0.34182 -1.10845 -4.11292
H 2.29295 -3.93577 6.09732
H 1.91323 -2.73812 5.51630
O 2.25668 -3.53262 5.26837
*
```


(3)
ORCA calculation (ωB97M-V/def2-TZVPD) on a structure of composition C7H15N2NiS.

Values from the calculation:
⟨S²⟩: 2.0101
HOMO energy (alpha / beta) (Ha): -0.004 / -0.118
Gap between HOMO and LUMO (alpha / beta) (eV): 3.56 / 6.57
Strongest force on any atom (hartree/bohr): 0.0655
E_tot (eV): -62359.105
Energy above the lowest of the compared OMol25 structures with the same formula, charge and spin (kJ/mol): 0.0

Geometry as ORCA input:
```
! wB97M-V def2-TZVPD RIJCOSX def2/J DEFGRID3
* xyz -1 3
C -1.32029 -0.79397 1.06907
Ni -1.25886 0.42800 -1.80041
N -1.47578 1.98072 -2.85109
N -2.78511 -0.67143 -2.41093
H -0.87262 2.04947 -3.68248
H -1.09664 0.15682 1.51906
H -0.98021 -1.49076 1.81270
H -0.93872 -1.19401 0.09551
H -2.37674 -0.63300 0.92988
H -2.62708 -1.00793 -3.36670
H -3.58193 -0.02635 -2.42507
H -3.04753 -1.46702 -1.82192
H -2.42925 1.99174 -3.19075
H -1.31917 2.80746 -2.28620
S -0.16461 1.41236 0.23946
C 1.20629 0.59995 0.93248
C 1.50490 0.72271 2.32493
C 2.35917 -0.18901 2.93182
C 3.12184 -1.08327 2.17755
C 3.03796 -1.01613 0.78935
C 2.12901 -0.15312 0.14775
H 1.02114 1.48830 2.89233
H 2.38767 -0.27782 4.03307
H 3.70877 -1.87818 2.66823
H 3.65005 -1.69763 0.18851
H 2.14773 -0.05788 -0.91616
*
```


(4)
ORCA calculation (ωB97M-V/def2-TZVPD) on a structure of composition C24H22N4O4S2.

Values from the calculation:
HOMO energy (Ha): -0.302
Gap between HOMO and LUMO (eV): 7.74
Strongest force on any atom (hartree/bohr): 0.0291
E_tot (eV): -61065.559
Energy above the lowest of the compared OMol25 structures with the same formula, charge and spin (kJ/mol): 256.0

Geometry as ORCA input:
```
! wB97M-V def2-TZVPD RIJCOSX def2/J DEFGRID3
* xyz 0 1
C 2.09145 4.13919 1.82907
C 2.54789 2.98763 0.99435
C 1.75348 1.90958 0.69538
C 2.28690 0.87806 -0.08350
N 1.64411 -0.22161 -0.44908
S 2.63481 -1.17155 -1.26577
N 3.93967 -0.22000 -1.22297
C 3.64656 0.89004 -0.54413
C 4.44497 2.00206 -0.22772
C 3.88535 3.00744 0.50996
H 4.48296 3.87248 0.76006
H 5.46868 2.04440 -0.56412
S 0.03978 1.58162 1.15544
O -0.70140 1.37675 -0.05062
O -0.44185 2.60780 2.04097
N 0.01434 0.18909 2.09422
C 0.75673 0.34538 3.33116
C 2.23025 0.12361 3.18613
C 2.97235 -0.99459 2.92952
C 4.31964 -0.56802 2.83021
C 4.29970 0.77387 3.04076
O 3.04459 1.20076 3.25730
H 5.07921 1.50858 3.06449
H 5.17495 -1.17968 2.63072
H 2.61726 -2.00058 2.83878
H 0.34020 -0.34999 4.06833
H 0.58298 1.37004 3.66436
C -0.02550 -1.17193 1.58721
C -0.95017 -1.34358 0.42120
C -2.20984 -0.85017 0.42530
C -3.07435 -0.97662 -0.69739
C -4.37210 -0.45416 -0.72529
C -5.14425 -0.59429 -1.84958
C -4.66765 -1.25341 -2.98979
C -3.38308 -1.78170 -2.99246
C -2.58988 -1.63977 -1.83964
N -1.32149 -2.15301 -1.78773
C -0.44926 -2.06748 -0.73509
O 0.65049 -2.61352 -0.83219
H -0.95915 -2.63060 -2.60391
C -2.80848 -2.49856 -4.18314
H -1.91284 -1.98836 -4.53878
H -2.54236 -3.52352 -3.92186
H -3.51728 -2.53722 -5.00208
C -5.56905 -1.36759 -4.18412
H -6.52513 -0.89279 -3.98117
H -5.12622 -0.88152 -5.05234
H -5.75412 -2.41163 -4.43369
H -6.14406 -0.18622 -1.86544
H -4.74827 0.06307 0.14356
H -2.56708 -0.31085 1.29021
H -0.37797 -1.79635 2.42108
H 0.96532 -1.52842 1.28744
H 2.28115 5.07637 1.30793
H 2.65279 4.15560 2.76317
H 1.03426 4.05587 2.05528
*
```


(5)
ORCA calculation (ωB97M-V/def2-TZVPD) on a structure of composition C9H15Cl2GaIrO3P.

Values from the calculation:
⟨S²⟩: 6.0159
HOMO energy (alpha / beta) (Ha): -0.739 / -0.802
Gap between HOMO and LUMO (alpha / beta) (eV): 3.68 / 5.42
Strongest force on any atom (hartree/bohr): 0.2035
E_tot (eV): -105215.966
Energy above the lowest of the compared OMol25 structures with the same formula, charge and spin (kJ/mol): 0.0

Geometry as ORCA input:
```
! wB97M-V def2-TZVPD RIJCOSX def2/J DEFGRID3
* xyz 4 5
Ga 0.00465 1.00963 -7.74146
Ir 0.01907 0.24336 0.04945
Cl -0.44089 2.71417 -6.48069
Cl 1.89442 -0.91484 -0.56260
C -0.78755 -1.01530 1.13905
C -0.45659 1.43233 -9.70003
C 0.54228 -0.76565 -8.13667
O -1.19382 -1.91258 1.77173
O -0.75498 1.70444 -10.78151
O 0.79589 -1.77205 -8.67456
C -1.85784 3.80881 2.25901
C -0.51246 3.78366 1.52729
P 0.18145 2.13751 1.14190
C 1.62834 2.60841 0.09265
C 2.60106 3.54161 0.76844
C 0.39715 1.36237 2.79297
C 1.08567 2.21113 3.83412
H -2.67983 3.40064 1.64735
H -2.08446 4.85874 2.50542
H -1.80887 3.24007 3.19504
H -0.57675 4.34680 0.54697
H 0.30700 4.22456 2.16555
H 2.08352 1.65226 -0.24971
H 1.16308 3.07039 -0.79723
H 3.02942 3.13085 1.69178
H 3.42386 3.75056 0.07488
H 2.09440 4.47820 0.97576
H -0.63657 1.10118 3.09800
H 0.92691 0.40650 2.58947
H 0.48794 3.09070 4.03655
H 1.15100 1.62411 4.75588
H 2.09748 2.49973 3.53447
*
```


(6)
ORCA calculation (ωB97M-V/def2-TZVPD) on the molecule C4H7NO4.

Values from the calculation:
HOMO energy (Ha): -0.372
Gap between HOMO and LUMO (eV): 10.58
Strongest force on any atom (hartree/bohr): 0.1325
E_tot (eV): -13941.543
Energy above the lowest of the compared OMol25 structures with the same formula, charge and spin (kJ/mol): 105.5
SMILES: N[C@@H](CC(=O)O)C(=O)O

Geometry as ORCA input:
```
! wB97M-V def2-TZVPD RIJCOSX def2/J DEFGRID3
* xyz 0 1
C 0.78821 0.41934 0.54838
C 1.28723 -0.56613 -0.43522
C -0.63199 -0.06336 1.00946
C -1.44838 -0.41562 -0.12146
H 0.14721 1.75295 -0.91928
H 0.25437 2.15415 0.56325
H 1.45488 0.40336 1.49093
H -0.59431 -0.92208 1.63340
H -1.00769 0.77695 1.60577
H -2.11714 0.20741 -1.87301
H 1.77873 -2.38332 -0.44850
N 0.78880 1.68708 -0.14983
O 1.55205 -0.39210 -1.61931
O -2.13279 -1.43902 -0.35044
O -1.54279 0.54836 -1.11336
O 1.42361 -1.76796 0.17922
*
```


(7)
ORCA calculation (ωB97M-V/def2-TZVPD) on the molecule C3H5O3P.

Values from the calculation:
HOMO energy (Ha): -0.337
Gap between HOMO and LUMO (eV): 9.82
Strongest force on any atom (hartree/bohr): 0.0737
E_tot (eV): -18621.817
Energy above the lowest of the compared OMol25 structures with the same formula, charge and spin (kJ/mol): 227.9
SMILES: O=C(O)/C=C(\O)P

Geometry as ORCA input:
```
! wB97M-V def2-TZVPD RIJCOSX def2/J DEFGRID3
* xyz 0 1
C -0.57514 -0.46734 -0.44609
C 0.62135 0.27251 -0.66023
C 1.86686 -0.32681 -0.35363
O -0.38944 -1.72069 -0.04295
O 2.82322 0.59612 -0.26245
O 2.08860 -1.46721 0.03943
P -2.55676 -0.06880 -0.33945
H 0.77415 1.36862 -0.99442
H 3.72966 0.37048 0.13051
H 0.61883 -1.86753 -0.06041
H -2.58698 -0.40324 0.94200
H -2.41639 1.30009 -0.15299
*
```